Record 1
{"formula": "C43H46F6GeN5O10PRb", "method": "ωB97M-V with the def2-TZVPD basis set", "species": ["Rb", "C", "N", "C", "C", "O", "C", "O", "C", "C", "O", "N", "C", "C", "H", "H", "H", "H", "H", "H", "H", "H", "H", "H", "H", "H", "H", "H", "H", "H", "O", "C", "C", "C", "C", "N", "C", "C", "C", "C", "C", "C", "O", "C", "C", "N", "H", "H", "H", "H", "H", "H", "H", "H", "H", "H", "H", "H", "O", "C", "C", "O", "C", "C", "O", "C", "O", "O", "F", "P", "F", "F", "F", "F", "F", "N", "H", "H", "H", "C", "C", "C", "C", "C", "C", "Ge", "C", "C", "C", "C", "C", "C", "C", "C", "C", "C", "C", "C", "H", "H", "H", "H", "H", "H", "H", "H", "H", "H", "H", "H", "H", "H", "H"], "positions_angstrom": [[-0.8634, 1.3735, -1.0946], [3.4719, 3.7002, 1.4353], [2.1955, 3.6670, 2.1229], [2.1421, 4.2351, 3.4541], [1.1390, 3.0368, 1.5371], [1.1982, 2.5658, 0.4182], [-0.1511, 2.9888, 2.3503], [-0.9957, 2.0091, 1.8183], [-2.3497, 2.2542, 2.1219], [-3.2086, 1.2286, 1.3921], [-2.7053, 0.3165, 0.7567], [-4.5493, 1.3857, 1.4985], [-5.3772, 0.5324, 0.6569], [-5.1454, 2.6179, 1.9851], [4.2256, 3.1289, 1.9855], [3.8195, 4.7304, 1.3281], [3.3514, 3.2574, 0.4516], [2.9517, 4.9578, 3.5477], [2.2675, 3.4830, 4.2402], [1.2086, 4.7701, 3.6246], [-0.6082, 3.9855, 2.2803], [0.0567, 2.7814, 3.4083], [-2.6266, 3.2602, 1.7918], [-2.5323, 2.1712, 3.2029], [-4.9626, -0.4716, 0.6309], [-5.4311, 0.9190, -0.3652], [-6.3827, 0.4971, 1.0747], [-5.0998, 3.4165, 1.2409], [-4.6548, 2.9564, 2.8972], [-6.1874, 2.4172, 2.2308], [6.9656, 1.1651, 0.6221], [6.1681, 0.1115, 1.1443], [4.7862, 0.1711, 0.5555], [3.7258, -0.4409, 1.2078], [2.4852, -0.4441, 0.5924], [2.2432, 0.1483, -0.5693], [3.2442, 0.7809, -1.1737], [4.5392, 0.7910, -0.6586], [2.9001, 1.5015, -2.4446], [3.7951, 2.3632, -3.0650], [3.4229, 3.0006, -4.2430], [4.3942, 3.9098, -4.9482], [5.5857, 3.2323, -5.3385], [2.1599, 2.7509, -4.7513], [1.3214, 1.8853, -4.0568], [1.6789, 1.2765, -2.9360], [7.8825, 0.9958, 0.8532], [6.0961, 0.1791, 2.2354], [6.6110, -0.8617, 0.9013], [3.8602, -0.9372, 2.1614], [1.6478, -0.9552, 1.0537], [5.3551, 1.2714, -1.1772], [4.7763, 2.5540, -2.6519], [4.7205, 4.7063, -4.2782], [3.9074, 4.3754, -5.8109], [5.3292, 2.4167, -5.7817], [1.8218, 3.2269, -5.6634], [0.3206, 1.6606, -4.4138], [-5.7215, -1.5185, -2.1677], [-4.5215, -1.4305, -2.2304], [-3.5119, -1.9622, -1.2733], [-3.6932, -2.5929, -0.2138], [-2.2266, -1.6287, -1.7280], [-2.2452, -0.8201, -2.9070], [-1.3138, -0.2405, -3.4639], [-3.7054, -0.7223, -3.3123], [-4.1417, -0.1974, -4.3007], [-1.1590, -1.9709, -1.0075], [-1.5046, 4.1702, -0.0401], [-2.6515, 4.5160, -1.1637], [-3.6828, 4.8729, 0.0401], [-3.1456, 2.9504, -1.0799], [-2.1516, 6.0411, -1.2075], [-1.5864, 4.1061, -2.3112], [-3.7807, 4.8112, -2.2568], [1.4933, -1.9651, -3.4246], [1.9974, -1.3019, -2.8420], [0.5203, -1.7548, -3.2071], [1.6186, -1.6371, -4.3769], [-2.6954, -7.6058, -0.5584], [-3.6624, -6.6855, -0.1856], [-3.3139, -5.3691, 0.0795], [-1.9823, -4.9462, -0.0089], [-1.0208, -5.8922, -0.3762], [-1.3739, -7.2061, -0.6580], [-1.3896, -3.1274, 0.4400], [0.5612, -3.3711, 0.6686], [1.1397, -3.6635, 1.9040], [2.5029, -3.9138, 2.0220], [3.3133, -3.8888, 0.8959], [2.7550, -3.6106, -0.3439], [1.3952, -3.3549, -0.4525], [-1.9745, -2.2563, 2.0873], [-3.2481, -2.4382, 2.6276], [-3.6451, -1.7371, 3.7555], [-2.7754, -0.8379, 4.3618], [-1.5064, -0.6519, 3.8391], [-1.1128, -1.3611, 2.7116], [-2.9726, -8.6307, -0.7753], [-4.6998, -6.9893, -0.1114], [-4.0829, -4.6538, 0.3301], [0.0192, -5.6034, -0.4473], [-0.6123, -7.9176, -0.9539], [0.5215, -3.6955, 2.7951], [2.9286, -4.1355, 2.9943], [4.3757, -4.0858, 0.9856], [3.3716, -3.5823, -1.2346], [0.9918, -3.1351, -1.4314], [-3.9463, -3.1055, 2.1422], [-4.6418, -1.8785, 4.1559], [-3.0932, -0.2811, 5.2360], [-0.8257, 0.0594, 4.2937], [-0.1279, -1.1802, 2.2977]], "forces_ev_per_angstrom": [[0.44, -0.17, -0.13], [0.03, -0.01, 0.01], [-0.05, -0.03, -0.01], [0.01, 0.03, 0.00], [-0.02, 0.04, -0.01], [0.07, 0.07, 0.11], [-0.02, 0.03, 0.00], [0.01, 0.00, -0.04], [-0.04, -0.01, 0.04], [-0.10, 0.02, 0.03], [0.06, 0.09, -0.06], [0.08, -0.03, -0.03], [-0.01, 0.02, -0.01], [-0.01, -0.01, 0.02], [0.00, 0.00, 0.00], [-0.01, 0.00, 0.01], [-0.02, 0.00, 0.00], [-0.01, 0.01, 0.01], [0.01, 0.00, -0.01], [-0.01, -0.01, 0.00], [0.00, 0.00, 0.01], [-0.01, 0.00, 0.00], [-0.02, 0.00, 0.00], [0.01, -0.01, 0.00], [0.00, -0.01, 0.00], [0.00, -0.01, 0.01], [0.00, -0.01, 0.00], [-0.01, 0.00, 0.00], [0.00, 0.00, -0.01], [0.00, 0.01, 0.01], [0.00, -0.01, 0.01], [-0.01, 0.00, 0.00], [-0.04, -0.01, 0.01], [0.06, 0.03, 0.01], [-0.01, 0.05, -0.02], [-0.07, -0.13, 0.04], [0.00, 0.08, -0.10], [0.01, 0.00, 0.01], [0.02, -0.06, 0.09], [0.00, 0.02, -0.01], [0.02, -0.02, 0.00], [0.01, 0.02, 0.01], [-0.02, 0.00, 0.01], [-0.03, 0.00, 0.00], [-0.02, -0.03, -0.01], [0.03, 0.10, 0.02], [0.00, 0.01, -0.01], [0.00, 0.00, 0.00], [0.00, 0.00, 0.00], [0.00, 0.00, 0.00], [0.03, 0.01, -0.01], [-0.01, 0.01, -0.01], [0.00, -0.01, 0.01], [-0.02, 0.01, -0.01], [0.00, -0.01, -0.01], [0.00, 0.01, -0.01], [-0.01, -0.01, 0.00], [0.00, 0.01, 0.00], [-0.11, 0.01, 0.00], [0.17, 0.02, -0.01], [0.08, 0.01, 0.02], [-0.09, -0.01, 0.01], [-0.10, 0.09, 0.06], [-0.09, 0.01, 0.15], [0.12, -0.10, -0.15], [0.01, -0.19, 0.02], [-0.03, 0.07, -0.06], [-0.24, -0.06, -0.18], [-0.04, 0.05, -0.01], [-0.10, 0.06, 0.08], [0.03, 0.01, 0.01], [-0.03, 0.13, 0.06], [0.03, -0.01, 0.01], [-0.05, -0.07, -0.07], [0.04, 0.01, 0.00], [0.00, 0.00, 0.03], [0.02, -0.01, 0.00], [-0.03, 0.04, -0.08], [0.00, 0.00, -0.01], [0.00, -0.08, -0.02], [-0.08, 0.05, 0.03], [0.11, 0.04, 0.00], [-0.09, -0.15, 0.03], [-0.07, 0.07, 0.02], [0.06, 0.01, -0.01], [0.07, 0.08, 0.02], [0.10, -0.03, -0.08], [-0.04, 0.01, 0.01], [-0.03, -0.01, 0.04], [0.02, -0.01, -0.02], [0.01, -0.02, 0.00], [-0.01, -0.02, 0.02], [-0.04, -0.07, 0.03], [0.06, 0.01, -0.02], [-0.01, 0.01, 0.02], [-0.04, 0.00, 0.03], [0.04, 0.00, -0.03], [0.02, 0.01, 0.01], [0.00, 0.01, 0.00], [0.00, 0.01, 0.00], [-0.01, -0.03, 0.00], [0.03, -0.01, 0.00], [0.01, 0.02, 0.00], [-0.01, 0.01, 0.01], [0.00, 0.00, 0.00], [0.00, 0.00, 0.00], [-0.01, 0.00, 0.00], [0.01, -0.01, 0.01], [-0.01, 0.00, 0.00], [0.00, -0.01, 0.00], [0.00, -0.01, 0.00], [0.00, -0.01, 0.00], [-0.02, 0.00, 0.01]], "total_charge": -1, "homo_lumo_gap_ha": 0.24994, "de_lowest_ev": 0.1020}

Record 2
{"formula": "C43H47AuN3O2PS2", "method": "ωB97M-V with the def2-TZVPD basis set", "species": ["Au", "C", "C", "C", "C", "C", "C", "C", "C", "C", "C", "C", "C", "N", "C", "O", "C", "C", "C", "C", "C", "N", "C", "O", "N", "C", "C", "C", "C", "C", "C", "C", "C", "C", "C", "C", "C", "H", "H", "H", "H", "H", "H", "H", "H", "H", "H", "H", "H", "H", "H", "H", "H", "H", "H", "H", "H", "H", "H", "H", "H", "H", "H", "H", "H", "H", "H", "H", "H", "H", "H", "H", "H", "H", "S", "P", "S", "C", "C", "C", "C", "C", "C", "C", "C", "C", "C", "C", "C", "H", "H", "H", "H", "H", "H", "H", "H", "H", "H"], "positions_angstrom": [[-0.8654, -0.2451, 0.5800], [3.2711, -1.7376, -1.6002], [1.9259, -2.1239, -2.2055], [2.0178, -3.4912, -2.8938], [1.3475, -1.0952, -3.1591], [2.1490, -0.3610, -4.0224], [1.5994, 0.5447, -4.9210], [0.2227, 0.7174, -4.9509], [-0.6126, 0.0096, -4.0946], [-2.1160, 0.1894, -4.1219], [-2.5534, 1.6325, -4.3587], [-2.7400, -0.7581, -5.1522], [-0.0544, -0.9149, -3.1909], [-0.8205, -1.5424, -2.2236], [-1.3213, -2.7341, -2.3987], [-1.3892, -3.4449, -3.4342], [-1.8342, -3.3626, -1.1056], [-2.4435, -4.6134, -1.1371], [-2.7852, -5.2198, 0.0620], [-2.4947, -4.5809, 1.2573], [-1.8963, -3.3277, 1.1962], [-1.5985, -2.7395, 0.0447], [-1.5259, -2.6139, 2.4845], [-1.7574, -3.1974, 3.5581], [-0.9468, -1.4262, 2.3427], [-0.6260, -0.6977, 3.5190], [-1.6208, 0.0503, 4.1729], [-1.2688, 0.8396, 5.2606], [0.0384, 0.9024, 5.7095], [1.0098, 0.1575, 5.0632], [0.7060, -0.6505, 3.9710], [1.8451, -1.4623, 3.3658], [1.6979, -2.9532, 3.6840], [2.1070, -1.2460, 1.8708], [-3.0644, 0.0060, 3.7149], [-3.6923, 1.3955, 3.6117], [-3.8907, -0.9019, 4.6324], [3.5885, -2.5022, -0.8850], [3.2041, -0.7879, -1.0666], [4.0562, -1.6550, -2.3579], [1.2064, -2.2088, -1.3868], [2.7372, -3.4472, -3.7196], [1.0501, -3.7887, -3.2982], [2.3564, -4.2569, -2.1880], [3.2260, -0.4934, -3.9956], [2.2389, 1.1123, -5.5883], [-0.2066, 1.4280, -5.6493], [-2.4722, -0.1152, -3.1347], [-2.2686, 1.9861, -5.3547], [-2.1139, 2.3001, -3.6155], [-3.6414, 1.7108, -4.2856], [-2.4011, -0.4979, -6.1610], [-3.8329, -0.6892, -5.1321], [-2.4465, -1.7887, -4.9433], [-2.6045, -5.0736, -2.1019], [-3.2590, -6.1957, 0.0662], [-2.7039, -5.0100, 2.2267], [-2.0316, 1.4292, 5.7571], [0.3010, 1.5351, 6.5500], [2.0396, 0.2021, 5.4050], [2.7435, -1.1107, 3.8865], [0.7939, -3.3643, 3.2367], [1.6303, -3.1187, 4.7619], [2.5599, -3.5070, 3.2987], [1.3693, -1.7573, 1.2536], [3.0961, -1.6399, 1.6132], [2.0855, -0.1853, 1.6074], [-3.0702, -0.4233, 2.7121], [-3.7987, 1.8641, 4.5948], [-4.6934, 1.3170, 3.1787], [-3.0914, 2.0505, 2.9793], [-3.9359, -0.4758, 5.6407], [-3.4463, -1.8946, 4.6916], [-4.9156, -0.9922, 4.2589], [-1.0263, 3.6332, 1.7962], [-0.0326, 2.9508, 0.2469], [-0.7551, 1.4787, -0.9482], [0.3272, 4.3138, -0.9416], [0.3935, 5.6261, -0.4841], [0.7099, 6.6604, -1.3534], [0.9587, 6.3942, -2.6931], [0.8872, 5.0887, -3.1590], [0.5739, 4.0524, -2.2895], [1.6675, 2.4520, 0.7287], [2.5362, 1.9351, -0.2308], [3.8334, 1.5923, 0.1164], [4.2658, 1.7376, 1.4298], [3.3965, 2.2309, 2.3910], [2.1021, 2.5965, 2.0396], [0.1762, 5.8220, 0.5592], [0.7555, 7.6786, -0.9839], [1.2014, 7.2026, -3.3735], [1.0717, 4.8704, -4.2042], [0.5097, 3.0356, -2.6603], [2.1836, 1.7670, -1.2430], [4.4967, 1.1803, -0.6350], [5.2738, 1.4481, 1.7041], [3.7186, 2.3222, 3.4218], [1.4062, 2.9712, 2.7801]], "forces_ev_per_angstrom": [[-0.04, 0.21, 0.13], [0.01, 0.06, 0.00], [-0.01, 0.00, 0.00], [0.00, 0.02, 0.00], [0.01, -0.03, -0.03], [0.03, 0.00, 0.01], [-0.01, 0.01, 0.00], [0.01, 0.02, 0.04], [0.00, 0.00, 0.00], [0.02, -0.02, -0.01], [0.02, 0.00, -0.02], [-0.01, -0.03, 0.03], [0.04, -0.04, -0.03], [0.01, -0.06, -0.12], [-0.03, 0.01, -0.04], [0.01, 0.00, 0.00], [-0.05, -0.04, 0.04], [-0.02, -0.01, 0.02], [0.00, 0.00, -0.04], [0.00, 0.06, -0.01], [0.00, 0.01, -0.07], [0.08, -0.10, 0.05], [-0.02, 0.06, 0.05], [-0.01, -0.01, 0.00], [-0.04, -0.10, 0.04], [0.14, 0.01, -0.02], [0.05, -0.01, 0.01], [-0.01, 0.00, 0.03], [0.00, 0.03, 0.03], [0.01, -0.03, -0.03], [-0.03, 0.00, -0.04], [-0.04, 0.01, -0.04], [0.01, 0.00, 0.01], [-0.02, 0.04, 0.05], [-0.01, -0.01, -0.02], [0.00, 0.01, -0.03], [0.00, 0.03, 0.00], [-0.01, 0.03, -0.01], [0.00, -0.04, -0.02], [0.01, 0.00, -0.03], [0.00, 0.00, 0.01], [0.00, 0.00, 0.01], [-0.02, 0.00, 0.00], [-0.01, 0.01, 0.00], [-0.01, 0.00, 0.00], [0.00, 0.00, 0.00], [0.00, 0.00, 0.00], [-0.01, 0.02, 0.01], [-0.01, -0.01, 0.00], [0.01, 0.00, 0.00], [0.00, 0.00, 0.01], [0.00, 0.01, 0.00], [0.01, 0.00, 0.00], [0.00, 0.01, 0.00], [-0.01, -0.01, 0.01], [0.00, 0.00, 0.00], [0.00, -0.01, 0.00], [0.01, -0.01, 0.00], [0.00, 0.00, 0.00], [0.00, 0.00, 0.00], [0.01, 0.00, 0.01], [0.00, 0.00, -0.01], [0.00, 0.00, -0.01], [-0.01, 0.00, 0.00], [-0.01, -0.02, -0.01], [-0.03, 0.02, 0.02], [-0.01, -0.10, 0.03], [0.00, -0.03, 0.00], [0.00, 0.00, 0.00], [0.00, 0.00, 0.00], [-0.01, -0.01, 0.01], [0.00, -0.01, -0.01], [0.01, -0.02, -0.01], [0.01, 0.00, 0.00], [-0.05, 0.06, 0.03], [0.07, -0.02, -0.16], [-0.10, -0.03, 0.07], [0.04, -0.02, -0.03], [0.00, 0.00, 0.02], [0.00, 0.02, 0.00], [0.00, 0.00, -0.01], [-0.01, 0.00, 0.01], [0.01, 0.00, 0.03], [-0.01, 0.05, 0.03], [0.02, -0.02, -0.02], [-0.01, -0.01, 0.01], [0.00, 0.04, 0.00], [0.01, 0.01, -0.01], [-0.01, -0.03, 0.01], [0.00, 0.00, -0.01], [0.00, 0.00, 0.00], [0.00, 0.00, 0.00], [0.00, -0.01, 0.00], [0.00, 0.01, -0.02], [0.00, 0.01, 0.00], [0.01, 0.02, 0.02], [0.00, 0.00, 0.00], [-0.01, 0.00, 0.00], [-0.01, 0.00, 0.01]], "total_charge": -2, "homo_lumo_gap_ha": 0.24464, "de_lowest_ev": 0.0000}

Q: Number 2 is which compound?
A: C43H47AuN3O2PS2